The following is a quantum chemistry calculation of a molecular structure, C23H41CrN2P3S in a non-equilibrium geometry, from OMol25.

Output
Multiplicity = 4
Highest occupied orbital energy (spin up / spin down) = -15.598 / -15.598 eV
⟨S²⟩ = 3.905
Frontier orbital gap (spin up / spin down) = 3.80 / 5.24 eV
E_tot = -3476.1054 hartree
Total charge = +3

Geometry as XYZ:
```
71
C23H41CrN2P3S, DFT the ωB97M-V functional and the def2-TZVPD basis
Cr -0.230 0.325 0.464
P -1.870 1.946 0.628
P -2.035 -1.363 1.667
P 1.627 1.554 -0.310
H -1.011 -2.954 -0.602
C -0.166 -2.300 -0.413
C 0.956 -2.729 0.214
H 0.894 -3.064 1.286
C -2.710 1.896 -0.981
C -3.255 1.965 1.809
C -1.194 3.621 0.841
C -1.774 -3.159 1.942
C -2.630 -1.103 3.393
C -3.651 -1.459 0.794
C 3.036 0.462 -0.695
C 2.264 2.697 0.975
C 1.109 2.535 -1.768
H -0.236 -1.307 -0.970
H 1.955 -2.482 -0.187
H -3.454 2.702 -1.003
H -3.212 0.928 -1.097
H -1.991 2.023 -1.796
H -3.844 2.862 1.585
H -2.889 2.059 2.841
H -3.885 1.070 1.724
H -2.035 4.322 0.945
H -0.567 3.919 -0.002
H -0.597 3.665 1.761
H -2.755 -3.545 2.243
H -1.055 -3.272 2.755
H -1.408 -3.665 1.054
H -3.428 -1.844 3.556
H -3.024 -0.098 3.572
H -1.799 -1.302 4.078
H -4.194 -2.304 1.236
H -3.487 -1.646 -0.274
H -4.246 -0.546 0.903
H 3.834 0.989 -1.244
H 2.704 -0.404 -1.283
H 3.428 0.065 0.252
H 3.132 3.275 0.614
H 2.544 2.097 1.851
H 1.470 3.380 1.302
H 1.943 2.733 -2.452
H 0.652 3.484 -1.462
H 0.347 1.978 -2.335
C 1.253 -1.176 -4.909
C 0.780 -0.562 -6.091
C 1.047 -1.113 -7.345
C 1.804 -2.285 -7.447
C 2.333 -2.881 -6.303
C 2.072 -2.326 -5.037
S 1.112 -0.294 -3.377
H 0.070 -0.685 -2.532
H 0.277 0.397 -6.003
H 0.673 -0.611 -8.253
H 2.005 -2.716 -8.435
H 2.972 -3.775 -6.389
H 2.556 -2.729 -4.155
N 4.579 -1.337 4.680
C 3.523 -0.930 4.378
C 2.223 -0.329 4.085
C 1.636 0.435 5.105
C 0.444 1.069 4.818
C -0.034 1.051 3.515
N 0.571 0.377 2.532
C 1.677 -0.349 2.812
H 2.114 0.536 6.102
H -0.108 1.638 5.555
H -0.973 1.546 3.251
H 2.129 -0.957 2.029
```

=====

The following is a quantum chemistry calculation of 2 unconnected molecules or ions with the total composition C23H41FN2O7P in a non-equilibrium geometry, from OMol25.

Output
Highest occupied orbital energy = -11.937 eV
Frontier orbital gap = 8.82 eV
E_tot = -1977.8541 hartree
Total charge = +1
ΔE to the lowest compared entry with this formula, charge and spin = 144.5 kcal/mol

Geometry as XYZ:
```
75
C23H41FN2O7P, DFT the ωB97M-V functional and the def2-TZVPD basis
C -1.375 -1.006 0.307
C -1.694 -0.579 -1.033
C -0.722 0.339 -1.892
N 0.474 -0.308 -2.407
C 0.870 -1.723 -2.226
C 1.696 -2.104 -1.112
C 1.156 0.804 -3.096
C 2.571 0.590 -3.806
C 2.426 -0.436 -5.036
C 1.199 -0.112 -6.031
F 3.656 -0.379 -5.806
C 0.308 2.104 -2.968
C 0.625 3.574 -3.506
C 1.254 3.637 -4.986
C 2.819 4.064 -5.008
O 3.413 4.313 -6.103
O 3.624 4.186 -3.819
N -0.904 1.731 -2.180
C -1.970 2.705 -1.799
O -3.170 2.112 -1.284
C -4.341 2.449 -2.075
C -4.638 1.395 -3.277
C -6.032 0.601 -3.073
H -2.248 -1.271 0.991
H -0.298 -1.127 0.677
H -2.690 -0.975 -1.450
H 0.500 -2.545 -2.948
H 2.206 -1.260 -0.507
H 1.863 -3.221 -0.881
H 3.246 0.060 -3.023
H 3.098 1.571 -4.058
H 2.286 -1.516 -4.680
H 1.389 0.879 -6.586
H 1.140 -0.923 -6.859
H 0.171 -0.124 -5.502
H -0.393 4.131 -3.546
H 1.297 4.191 -2.804
H 0.709 4.504 -5.533
H 1.043 2.700 -5.618
H 4.302 3.477 -3.909
H -2.246 3.302 -2.757
H -1.498 3.495 -1.091
H -5.248 2.356 -1.357
H -4.360 3.525 -2.462
H -3.742 0.702 -3.471
H -4.773 2.049 -4.228
H -6.423 0.154 -4.054
H -6.864 1.306 -2.686
H -5.953 -0.275 -2.327
O 0.658 -0.342 6.637
P 0.201 -1.658 6.000
O 1.719 -2.154 5.515
C 2.849 -2.009 6.369
C 3.005 -3.192 7.305
O -0.307 -1.019 4.560
C -0.573 0.368 4.414
C 0.662 1.103 3.931
O -0.407 -3.126 5.368
C 0.002 -4.381 5.879
C -0.533 -4.628 7.273
H 2.816 -1.082 6.943
H 3.730 -1.945 5.725
H 2.120 -3.316 7.933
H 3.874 -3.060 7.955
H 3.143 -4.118 6.742
H -0.964 0.795 5.343
H -1.365 0.471 3.667
H 1.521 0.935 4.589
H 0.476 2.178 3.871
H 0.957 0.744 2.941
H 1.086 -4.484 5.837
H -0.400 -5.144 5.205
H -0.223 -3.837 7.964
H -0.179 -5.587 7.657
H -1.626 -4.637 7.267
```

=====

The following is a quantum chemistry calculation of a molecular structure, C23H41MoN2P3S in a non-equilibrium geometry, from OMol25.

Output
Multiplicity = 3
Highest occupied orbital energy (spin up / spin down) = -20.034 / -20.032 eV
⟨S²⟩ = 2.063
Frontier orbital gap (spin up / spin down) = 4.97 / 4.99 eV
E_tot = -2499.1538 hartree
Total charge = +4

Geometry as XYZ:
```
71
C23H41MoN2P3S, DFT the ωB97M-V functional and the def2-TZVPD basis
Mo -0.077 0.586 -0.503
P 1.875 1.266 0.533
P -1.878 1.861 -0.310
P 0.522 1.207 -2.929
H -1.045 -3.946 0.319
C -0.350 -3.910 -0.572
C 0.948 -3.624 -0.517
H 1.616 -3.561 0.370
C 2.162 0.808 2.240
C 1.677 3.068 0.626
C 3.369 0.823 -0.384
C -3.375 1.028 -0.836
C -1.772 2.128 1.484
C -1.666 3.447 -1.112
C 1.574 0.204 -4.060
C 1.531 2.743 -2.909
C -0.757 1.815 -4.117
H -0.874 -3.645 -1.515
H 1.369 -2.937 -1.325
H 2.548 -0.216 2.304
H 1.240 0.884 2.836
H 2.916 1.531 2.583
H 0.740 3.344 1.130
H 1.711 3.520 -0.372
H 2.548 3.355 1.227
H 3.385 -0.253 -0.621
H 4.178 1.092 0.311
H 3.440 1.394 -1.319
H -4.125 1.822 -0.714
H -3.569 0.156 -0.192
H -3.267 0.678 -1.880
H -2.344 3.057 1.615
H -0.733 2.246 1.854
H -2.216 1.269 2.015
H -2.507 3.984 -0.645
H -1.755 3.324 -2.207
H -0.682 3.886 -0.857
H 1.707 0.750 -5.002
H 1.079 -0.765 -4.247
H 2.551 0.040 -3.578
H 1.687 3.044 -3.953
H 2.502 2.574 -2.451
H 1.002 3.550 -2.397
H -0.555 1.397 -5.122
H -0.666 2.905 -4.215
H -1.784 1.552 -3.853
C -1.223 -2.363 -4.494
C -1.938 -2.383 -5.729
C -1.683 -3.385 -6.642
C -0.635 -4.256 -6.507
C 0.275 -4.021 -5.473
C 0.048 -3.038 -4.491
S -1.930 -1.605 -3.175
H 1.038 -0.208 -1.431
H -2.702 -1.605 -5.820
H -2.389 -3.481 -7.425
H -0.543 -5.099 -7.151
H 1.162 -4.648 -5.390
H 0.826 -2.821 -3.744
N 2.215 -1.813 4.931
C 1.234 -1.773 4.281
C 0.059 -1.669 3.418
C -1.238 -1.539 3.918
C -2.260 -1.319 2.986
C -1.950 -1.172 1.625
N -0.675 -0.947 1.195
C 0.260 -1.521 2.011
H -1.383 -1.633 5.009
H -3.306 -1.244 3.341
H -2.741 -1.170 0.861
H 1.210 -1.794 1.500
```